Entry 1:
Computed, not measured: a molecular structure, C33H63AsF2IN4O3RhSSi3, with ωB97M-V/def2-TZVPD.

```
112
Properties=species:S:1:pos:R:3:forces:R:3:mulliken_charge:R:1
Rh -1.6390 1.0164 -0.3055 0.1 0.5 -0.3 0.745
F 0.6816 2.5910 -1.3321 0.3 0.2 0.3 -0.263
C -0.2353 1.6732 -1.8663 -0.1 -0.6 0.5 0.488
F -0.7695 2.3413 -2.9285 -0.3 0.0 -0.3 -0.287
H 0.3756 0.8538 -2.2778 -0.1 0.1 0.0 -0.354
O -1.1798 -1.8167 1.2135 -0.1 0.1 0.5 -0.498
C -0.2925 -1.7263 0.3265 0.4 -0.8 0.2 -0.562
O 0.1465 -0.7128 -0.2059 0.2 0.3 -0.4 0.284
C 0.2335 -3.1398 -0.1072 0.0 0.9 -0.4 0.319
N -0.2650 -4.0373 0.9615 -0.3 0.2 0.7 0.173
C -0.9549 -5.2062 0.3608 -0.2 -0.6 -0.4 -0.376
C -0.5975 -5.1392 -1.1203 -0.1 0.2 0.0 -0.817
C -0.4699 -3.6396 -1.3744 0.1 -0.1 0.0 -0.115
H 1.3174 -3.1644 -0.2086 -0.1 0.0 0.1 0.135
H -0.9530 -3.2711 1.4187 0.4 -0.5 -0.2 0.241
H 0.4452 -4.3085 1.6376 0.0 0.1 -0.1 0.384
H -2.0302 -5.0983 0.4962 0.0 0.1 0.1 0.050
H -0.6288 -6.1299 0.8338 0.0 0.1 0.1 0.409
H -1.3560 -5.5923 -1.7509 0.0 -0.2 0.0 0.465
H 0.3553 -5.6328 -1.3082 0.0 -0.1 0.0 0.323
H -1.4556 -3.1781 -1.4685 0.1 0.0 0.0 -0.119
H 0.0959 -3.4161 -2.2739 0.0 0.1 0.0 0.324
C 1.2328 0.5931 5.3880 -0.1 0.3 0.0 -1.114
C 0.3252 1.7330 4.9316 0.3 -0.1 0.1 -0.638
N -0.7184 1.2635 4.0360 -0.1 0.1 0.0 0.130
C -1.7608 0.4498 4.6495 -0.1 -0.3 -0.1 -1.306
C -1.6314 -1.0519 4.3757 -0.1 0.2 0.0 0.069
C -0.7380 1.5256 2.7172 0.0 0.1 0.1 1.012
C 0.3326 2.3752 2.0948 -0.1 -0.1 -0.2 -0.376
N -1.6611 1.1110 1.9151 -0.3 -0.3 -0.5 0.078
H 2.0689 0.9938 5.9519 0.1 0.0 0.1 0.414
H 1.6159 0.0452 4.5295 0.1 -0.1 -0.1 0.235
H 0.6921 -0.0952 6.0314 0.0 -0.1 0.1 0.371
H 0.9109 2.4981 4.4275 0.0 0.0 0.1 0.389
H -0.1458 2.1925 5.8064 0.0 0.1 -0.1 0.345
H -2.7385 0.8082 4.3087 0.0 0.0 0.1 0.495
H -1.7150 0.6184 5.7255 -0.1 0.1 -0.1 0.437
H -1.5508 -1.2548 3.3113 0.0 0.0 0.0 -0.547
H -2.5112 -1.5570 4.7679 -0.1 -0.1 0.0 0.402
H -0.7588 -1.4723 4.8682 0.1 0.0 0.1 0.334
H 0.3343 3.3841 2.5037 0.0 0.0 0.1 0.612
H 0.1145 2.4304 1.0249 0.2 0.1 0.2 -0.500
H 1.3153 1.9283 2.2246 0.1 0.0 0.0 -0.192
H -2.3779 0.5283 2.3332 0.2 0.1 0.1 -0.452
C -4.5558 -1.4125 1.1631 0.5 -0.1 -0.3 -1.026
S -3.4487 -1.8686 -0.2234 -2.0 -0.9 0.1 0.965
O -3.1392 -0.5817 -0.9249 0.4 0.8 -0.2 -0.915
C -4.7774 -2.6305 -1.1928 0.4 0.1 0.2 0.540
C -5.1283 -3.9334 -0.8786 0.1 0.0 0.0 -0.492
C -6.1746 -4.5345 -1.5567 0.0 0.0 0.0 -0.764
C -6.8449 -3.8348 -2.5502 0.0 0.0 0.0 -0.494
C -6.4790 -2.5349 -2.8595 0.0 0.0 0.0 -0.733
C -5.4376 -1.9251 -2.1784 0.1 0.2 0.0 -0.459
H -5.5008 -1.0264 0.7952 0.0 0.1 -0.2 0.451
H -4.0342 -0.6710 1.7545 0.1 0.1 0.2 -0.045
H -4.7267 -2.3048 1.7533 0.0 -0.2 0.1 0.451
H -4.5956 -4.4695 -0.1061 0.0 -0.1 0.1 0.315
H -6.4707 -5.5421 -1.3062 0.0 -0.1 0.0 0.430
H -7.6527 -4.3094 -3.0847 -0.1 0.0 0.0 0.413
H -7.0058 -1.9891 -3.6257 0.0 0.0 -0.1 0.447
H -5.1277 -0.9172 -2.4074 0.0 0.1 0.0 0.403
C 6.1796 -0.3124 0.1762 -0.7 0.3 -0.1 -0.960
Si 4.3799 0.0099 0.7150 0.3 -0.7 1.0 0.256
C 3.4768 -1.6460 1.0217 0.2 0.7 -0.3 -0.615
C 4.3205 1.0682 2.3055 -0.1 -0.2 -0.8 -0.641
As 3.1535 1.1673 -0.9977 0.7 0.1 -0.3 0.495
Si 3.9996 3.4442 -1.0997 0.3 0.9 0.0 0.343
C 3.1695 4.4426 0.2915 0.2 -0.6 -0.5 -0.913
C 5.8832 3.2996 -0.8186 -0.8 -0.2 -0.1 -1.075
C 3.5942 4.1573 -2.8134 0.1 -0.5 0.6 -1.084
Si 3.1291 -0.0012 -3.1441 -0.1 -0.6 -0.8 0.307
C 4.9408 -0.4597 -3.5249 -0.7 0.3 0.5 -1.128
C 2.0758 -1.5674 -2.8540 0.3 0.7 0.0 -0.687
C 2.4053 1.1087 -4.5108 0.3 -0.2 0.7 -1.051
H 6.6846 -0.9411 0.9036 -0.1 -0.1 0.3 0.398
H 6.7473 0.6087 0.0961 0.1 0.2 0.0 0.314
H 6.2328 -0.8176 -0.7842 0.0 -0.1 -0.1 0.258
H 3.8146 -2.1220 1.9360 0.2 0.0 0.2 0.618
H 3.6689 -2.3370 0.2070 0.0 -0.1 -0.2 0.309
H 2.4049 -1.4815 1.0977 -0.1 0.1 0.0 -0.299
H 5.0536 0.7197 3.0255 0.2 -0.2 0.0 0.478
H 3.3499 1.0189 2.7912 -0.2 -0.1 0.0 -0.168
H 4.5350 2.1123 2.1003 0.1 0.2 0.0 0.258
H 3.3117 3.9924 1.2698 0.1 -0.1 0.1 0.283
H 2.1019 4.5275 0.1144 -0.2 0.0 -0.1 0.212
H 3.5760 5.4498 0.3333 0.2 0.1 -0.1 0.464
H 6.1171 3.0140 0.2019 0.0 -0.1 0.2 0.293
H 6.3550 4.2590 -1.0005 0.0 0.3 -0.1 0.438
H 6.3450 2.5799 -1.4884 0.0 -0.1 -0.1 0.322
H 2.5417 4.0335 -3.0491 -0.2 0.0 0.0 0.314
H 4.1802 3.6867 -3.5976 0.1 -0.1 -0.1 0.285
H 3.8110 5.2206 -2.8435 0.1 0.2 0.1 0.422
H 5.2916 -1.2678 -2.8907 0.0 -0.1 0.1 0.299
H 5.5995 0.3929 -3.3889 0.1 0.1 0.0 0.335
H 5.0404 -0.7894 -4.5535 -0.1 0.0 -0.3 0.412
H 2.6560 -2.3533 -2.3788 0.2 -0.1 0.1 0.417
H 1.6969 -1.9668 -3.7902 0.0 0.1 -0.3 0.627
H 1.2293 -1.3329 -2.2154 -0.1 0.1 0.1 -0.329
H 3.1513 1.7958 -4.8997 0.2 0.1 0.0 0.322
H 1.5607 1.7020 -4.1744 -0.2 0.1 0.1 0.246
H 2.0593 0.5051 -5.3461 0.0 -0.3 0.0 0.465
I -7.5316 2.1706 -0.3178 0.5 0.2 -0.1 0.104
C -5.5934 2.8915 -0.7508 -0.5 -0.1 0.2 -0.750
C -5.3955 4.0062 -1.5516 0.1 -0.1 0.0 -0.035
C -4.0921 4.4170 -1.7863 0.0 -0.1 0.1 -1.049
C -3.0498 3.6935 -1.2324 -0.1 0.3 0.0 -0.014
N -3.2493 2.6222 -0.4658 0.1 -0.2 -0.2 0.072
C -4.4960 2.2384 -0.2153 -0.4 0.1 0.0 0.258
H -6.2303 4.5358 -1.9828 -0.1 0.1 0.0 0.443
H -3.8834 5.2869 -2.3891 0.0 0.0 -0.1 0.440
H -2.0255 3.9942 -1.3954 0.1 -0.1 -0.1 0.454
H -4.6349 1.3954 0.4460 0.1 -0.1 -0.1 0.202
```
Positions in Å, forces in eV/Å.

Results
HOMO energy (alpha / beta), eV: -11.614 / -12.877
LUMO energy (alpha / beta), Eh: -0.1448 / -0.2534
Net charge: +2
Multiplicity: 5
ΔE to the lowest compared entry with this formula, charge and spin, eV: 0.892



Entry 2:
Computed, not measured: a molecular structure, C37H54AsBFN9O7PrS5Sb, with ωB97M-V/def2-TZVPD.

```
117
Properties=species:S:1:pos:R:3:forces:R:3:mulliken_charge:R:1
Pr 0.0415 0.1923 0.2441 -0.1 0.2 0.2 0.200
C 4.8793 -2.1155 3.7674 0.2 -2.5 3.1 -2.440
C 4.4557 -1.2196 2.7055 -1.6 0.8 -0.4 1.966
C 3.1740 -0.5185 3.3076 0.4 0.4 -1.2 -1.476
C 5.5986 -0.2854 2.3209 1.0 -0.2 -0.2 -1.650
N 4.0697 -2.0768 1.5367 0.2 1.1 1.3 0.463
C 4.2601 -3.4188 1.4158 -0.2 -1.5 -1.5 -0.229
C 3.8372 -3.7696 0.1443 0.5 2.5 1.5 -1.278
N 3.4105 -2.5683 -0.4430 -0.2 -1.9 -1.2 -0.009
B 2.8098 -2.5654 -1.8818 -0.8 0.1 -0.2 0.822
N 3.2957 -1.1986 -2.5201 -1.7 -1.6 0.2 0.148
C 4.6018 -1.1153 -2.7545 1.7 0.5 -0.3 -1.173
C 4.8918 0.1125 -3.2079 -0.9 0.1 -0.4 -0.607
N 3.6452 0.7723 -3.3199 2.7 0.7 -0.8 0.342
C 2.7029 -0.0436 -2.8665 -1.0 -0.7 -0.1 -0.321
S 1.0361 0.2045 -2.8507 -0.9 0.0 0.5 -0.002
C 3.5038 2.1599 -3.8726 -0.8 -1.0 0.9 1.582
C 2.9738 2.9755 -2.7219 2.3 2.5 -0.8 -0.688
C 2.3959 2.1651 -4.9196 -0.5 -0.6 -0.4 -1.350
C 4.7880 2.6275 -4.5085 0.3 1.2 0.2 -2.403
N 1.2526 -2.9085 -1.9311 -0.6 0.0 -0.4 0.473
C 0.6461 -3.2344 -3.1703 -0.1 -0.3 1.4 -1.203
C -0.5621 -3.7917 -2.8893 0.0 0.3 -0.8 -0.323
N -0.7282 -3.8017 -1.5129 0.1 0.8 1.1 0.626
C 0.3459 -3.1953 -0.9206 1.3 -0.1 -2.1 -0.091
S 0.6024 -2.8521 0.6891 -0.4 0.3 1.0 -0.158
C -1.9089 -4.3065 -0.7523 -0.6 0.2 -0.6 1.373
C -2.7098 -3.1910 0.0561 1.0 0.2 -1.7 -1.117
C -2.8545 -4.9068 -1.8193 -0.3 0.8 0.3 -2.190
C -1.5159 -5.4747 0.1008 2.6 -0.6 0.2 -1.750
C 3.5156 -1.5685 0.4312 0.1 0.4 -0.6 -0.091
S 3.1272 0.0690 0.1944 -0.3 0.4 -0.1 -0.295
H 5.2084 -1.5911 4.6822 0.1 0.2 -0.7 0.437
H 5.6573 -2.8399 3.5010 0.2 0.3 0.0 0.579
H 4.0403 -2.7437 4.1899 0.5 0.6 -0.7 0.420
H 3.2915 -0.3858 4.3908 0.0 0.4 -0.4 0.393
H 2.3367 -1.1926 3.1838 -0.2 -0.3 0.0 0.244
H 2.9029 0.3904 2.7245 0.4 -0.5 1.0 0.283
H 5.6576 0.5467 3.0106 -0.5 0.5 0.0 0.380
H 5.5711 0.0611 1.2750 -0.2 0.0 0.6 0.290
H 6.5784 -0.7739 2.5015 -0.4 -0.2 -0.4 0.384
H 4.6806 -4.0199 2.2114 -0.2 0.1 -0.4 0.440
H 3.9193 -4.6271 -0.4642 -0.1 -0.9 -0.1 0.655
H 3.2619 -3.4565 -2.6199 0.3 0.4 0.7 -0.253
H 5.2872 -1.9207 -2.6337 0.1 -0.5 0.3 0.598
H 5.8244 0.4368 -3.6038 0.2 0.5 0.0 0.455
H 2.2587 2.3716 -2.3103 -2.3 -0.9 1.2 -0.173
H 2.5736 3.9333 -3.1453 0.2 -0.7 0.8 0.317
H 3.7209 3.1523 -1.9325 -0.1 0.2 -0.3 0.396
H 1.3517 2.0637 -4.4468 1.8 0.3 -1.0 0.112
H 2.5935 1.3206 -5.6178 -0.4 0.5 0.3 0.290
H 2.5706 3.0944 -5.4641 -0.6 0.1 -0.2 0.550
H 5.7430 2.5864 -4.0149 0.1 -0.6 1.0 0.512
H 4.7444 3.6926 -4.7164 -0.6 0.3 -0.1 0.434
H 4.9587 2.1718 -5.4422 0.0 -0.8 -1.3 0.510
H 1.1311 -3.0212 -4.1183 -0.2 -0.1 0.4 0.527
H -1.3840 -4.0744 -3.5556 0.8 0.2 0.4 0.386
H -2.2357 -2.8452 0.9900 0.0 -0.5 -0.4 0.190
H -3.7163 -3.5963 0.2545 0.3 0.4 -0.1 0.545
H -2.6987 -2.3150 -0.6612 -0.6 -0.7 1.0 0.025
H -3.1235 -4.1482 -2.5671 -0.5 0.0 0.5 0.329
H -3.6961 -5.2151 -1.1898 -0.2 -0.2 -0.8 0.585
H -2.4442 -5.7262 -2.4205 0.1 -0.1 0.6 0.418
H -0.9263 -5.2320 0.9840 0.2 0.6 -0.1 0.332
H -0.8392 -6.1578 -0.4970 -1.0 0.4 0.6 0.324
H -2.3498 -5.9680 0.5292 -1.1 -0.7 -0.1 0.508
O -1.8169 -1.6652 4.3388 0.3 -0.1 -0.1 -0.730
As -0.7528 -0.3025 4.0108 -0.5 -1.0 0.8 0.937
O 0.4326 -0.3275 5.1295 0.3 0.0 -0.3 -0.858
O -0.3014 -0.4396 2.3875 -0.1 0.3 0.0 0.415
C -1.6609 1.3705 4.2410 0.8 0.4 -1.0 0.040
C -0.7512 2.3872 3.9289 -0.9 2.0 0.6 -1.190
C -1.0658 3.7588 4.0348 -3.7 -3.5 2.0 -1.030
C -2.3447 4.0532 4.6296 1.7 0.7 -2.3 -0.522
C -3.2521 3.0480 4.8009 -0.5 0.8 1.1 -0.543
C -2.9377 1.7275 4.5588 -1.0 -0.9 0.8 0.602
S -4.3697 0.6351 4.7475 1.4 -0.6 1.2 1.413
O -4.2205 -0.4671 3.8113 0.3 -0.6 -0.3 -0.561
O -4.3960 0.1879 6.1410 -0.3 0.7 -0.9 -0.822
O -5.3860 1.5487 4.2806 -1.8 0.5 0.3 -0.829
H -2.7554 -1.4786 4.5267 0.2 0.4 -0.5 0.358
H 0.2186 2.1485 3.6162 1.3 -0.5 -0.6 0.758
H -0.4532 4.4852 3.6936 2.0 2.2 -0.9 0.675
H -2.7082 5.0868 4.6219 0.3 -0.3 0.5 0.277
H -4.2165 3.3273 5.2319 0.2 -0.4 -0.5 0.328
F -1.5358 -0.4374 -1.1460 0.3 -0.4 0.2 0.186
O 2.5630 3.7562 1.9939 0.7 -0.2 0.8 -0.577
S 1.5290 3.7815 0.9782 -1.4 -0.7 -1.2 0.073
N 0.7529 2.5828 0.5701 0.7 0.5 0.2 -0.273
C -4.4825 0.1782 -4.8601 1.8 -5.2 -4.5 -1.457
Sb -3.0505 -0.5918 -3.4855 0.5 0.6 1.2 0.690
C -4.4534 -0.2007 -1.8760 0.5 -1.4 -0.7 -1.184
C -2.2814 1.4602 -3.1740 -1.7 -0.8 -2.9 -0.918
H -4.6284 1.0837 -4.5342 -1.1 5.2 1.3 0.537
H -5.3970 -0.3935 -5.0192 0.0 0.0 0.4 0.359
H -3.9474 0.1388 -5.9129 -1.0 0.5 1.9 0.228
H -4.9901 0.6248 -2.2620 -0.6 1.0 0.0 0.555
H -3.8580 0.0113 -1.0126 0.1 0.2 0.5 0.084
H -5.1299 -1.0418 -1.7378 0.0 0.0 0.2 0.427
H -1.4983 1.4463 -2.5315 2.0 -0.1 2.3 -0.315
H -3.0950 2.1041 -2.8665 -0.1 0.1 0.2 0.527
H -1.8399 1.8174 -4.1092 -0.3 0.1 -0.2 0.486
N -4.3638 1.5768 1.7397 1.6 -0.3 -1.1 0.309
C -3.2442 0.8806 1.4298 0.3 -2.8 -0.8 -1.291
N -2.3268 1.5364 0.7564 -0.3 0.1 0.4 1.875
C -2.8513 2.8189 0.6693 -0.4 0.5 0.8 -0.006
C -2.2993 4.0372 0.2992 0.3 0.2 0.4 -0.674
C -3.0203 5.2027 0.5127 -0.5 0.0 -1.2 -0.865
C -4.2805 5.1500 1.1009 0.0 0.8 0.7 -0.398
C -4.8026 3.9955 1.5986 -0.4 -0.9 0.0 -1.002
C -4.0962 2.8259 1.3130 -0.6 1.6 0.0 0.314
H -4.9567 1.4115 2.5151 -1.0 -0.6 1.0 0.562
H -3.1919 -0.2370 1.5569 0.0 1.5 0.3 0.037
H -1.2550 4.0395 0.0945 0.6 0.1 -0.8 0.283
H -2.7887 6.1756 0.0642 0.7 -0.4 0.5 0.356
H -4.7597 6.0859 1.3501 -0.2 0.1 -0.2 0.364
H -5.7146 3.9736 2.1959 0.2 0.0 -0.2 0.416
```
Positions in Å, forces in eV/Å.

Results
HOMO energy (alpha / beta), eV: -3.264 / -3.259
LUMO energy (alpha / beta), Eh: 0.1339 / 0.1339
Net charge: -2
Multiplicity: 3



Entry 3:
Computed, not measured: C10H13N2O3 in the gas phase, with ωB97M-V/def2-TZVPD.

```
28
Properties=species:S:1:pos:R:3:forces:R:3:mulliken_charge:R:1
C 3.1475 -1.8065 0.8557 -0.1 0.1 0.0 -1.097
N 2.1133 -0.8267 0.5001 -1.1 -2.6 -1.2 0.257
C 2.0748 0.3635 1.1050 1.2 1.7 0.4 -0.471
C 1.5434 1.4713 0.3417 -1.0 0.6 -0.5 0.383
O 2.0034 2.6160 0.3294 -0.7 -1.1 0.5 -0.667
N 0.3952 1.1054 -0.3743 0.8 0.3 0.4 0.109
C 0.0991 -0.2145 -0.8706 1.5 0.5 -0.5 0.782
C 1.0710 -1.2690 -0.3684 1.1 -0.6 1.1 -0.128
O 0.9960 -2.4381 -0.7105 0.3 1.0 -0.2 -0.619
O -1.2335 -0.4391 -0.6345 -1.0 -0.7 -0.1 -0.394
C -1.7740 -1.7861 -0.6695 0.1 1.2 -0.2 -0.613
C -1.7173 -2.3270 0.7140 0.6 0.2 -0.4 -0.341
C -0.8767 -1.8480 1.6154 -2.0 -1.2 1.1 0.358
C -0.5799 -1.5569 2.8616 0.4 0.2 0.0 -0.791
C -0.5172 2.1162 -0.8302 -0.2 0.3 -0.2 -1.082
H 2.7802 -2.8027 0.5984 0.1 0.2 0.1 0.360
H 4.0693 -1.5900 0.2917 -0.3 -0.1 0.2 0.322
H 3.3427 -1.7190 1.9300 0.0 -0.1 -0.2 0.385
H 2.7874 0.5668 1.9031 -0.1 -0.1 -0.3 0.487
H 0.3277 -0.1850 -1.9674 -0.4 -0.2 0.2 0.166
H -2.8242 -1.6312 -0.9470 0.2 -0.2 -0.1 0.432
H -1.2606 -2.4042 -1.4283 -0.3 0.2 0.4 0.273
H -2.4431 -3.1262 0.8867 0.7 -0.2 0.4 0.407
H 0.3889 -1.7576 3.3239 -0.2 -0.1 -0.2 0.242
H -1.3325 -1.0866 3.5033 0.4 0.2 -0.4 0.241
H -0.0317 3.0857 -0.7577 0.0 0.0 -0.1 0.423
H -0.7854 1.8930 -1.8670 -0.1 0.3 0.0 0.323
H -1.4175 2.1053 -0.2018 0.1 0.1 -0.3 0.254
```
Positions in Å, forces in eV/Å.

Results
HOMO energy (alpha / beta), eV: -7.449 / -9.129
LUMO energy (alpha / beta), Eh: 0.0189 / -0.0162
Multiplicity: 2
ΔE to the lowest compared entry with this formula, charge and spin, eV: 1.092